Entry 1:
Entry from the Open Molecules 2025 dataset: a 2-piece molecular cluster, C4H7NO2 overall (ωB97M-V with the def2-TZVPD basis set).

XYZ file:
```
14
Properties=species:S:1:pos:R:3
O -1.423 -0.522 1.207
C -1.427 -0.269 0.023
C -0.131 -0.175 -0.765
N 0.721 -1.341 -0.446
C 1.676 -0.535 0.350
C 0.956 0.721 -0.111
O 1.141 1.899 -0.033
H -2.369 -0.170 -0.548
H -0.297 0.008 -1.834
H 0.203 -1.980 0.151
H 1.598 -0.661 1.438
H 2.718 -0.645 0.036
H -1.699 1.725 0.620
H -1.667 1.947 -0.086
```

structure (SMILES) = O=C[C@@H]1NCC1=O.[H][H]

Here are the Löwdin charges for atoms 1 to 6, given in e: 0.031 -0.300 -0.224 0.001 -0.095 -0.341

***

Entry 2:
Entry from the Open Molecules 2025 dataset: a 2-piece molecular cluster, C4H7NO2 overall at a distorted geometry (ωB97M-V with the def2-TZVPD basis set).

XYZ file:
```
14
Properties=species:S:1:pos:R:3
C -1.747 0.018 0.645
C -0.820 0.300 1.557
O -0.305 0.722 2.534
H -2.637 0.621 0.612
H -1.598 -0.531 -0.269
N 0.840 -0.679 0.602
C 0.973 -0.416 -0.828
C 0.268 0.848 -1.287
O -0.362 0.863 -2.314
H 1.544 -0.225 1.182
H 0.870 -1.680 0.757
H 0.617 -1.254 -1.436
H 2.009 -0.314 -1.144
H 0.347 1.728 -0.610
```

structure (SMILES) = C=C=O.NCC=O

Here are the Löwdin charges for atoms 1 to 6, given in e: -0.011 -0.359 0.092 0.062 0.047 0.008

***

Entry 3:
Entry from the Open Molecules 2025 dataset: a single C4H7NO2 molecule at a distorted geometry (ωB97M-V with the def2-TZVPD basis set).

XYZ file:
```
14
Properties=species:S:1:pos:R:3
C 0.976 0.789 0.822
C 0.519 -0.163 -0.288
C 0.804 -1.628 0.017
O 1.575 -2.012 0.857
C -0.966 0.119 -0.095
N -1.684 0.612 -1.101
O -1.477 0.028 1.027
H -0.114 0.576 1.530
H 1.803 0.383 1.397
H 1.330 1.742 0.348
H 0.843 0.009 -1.335
H 0.239 -2.351 -0.609
H -1.356 0.621 -2.047
H -2.567 1.026 -0.847
```

structure (SMILES) = C[C@@H](C=O)C(N)=O

Here are the Löwdin charges for atoms 1 to 6, given in e: -0.070 -0.260 -0.222 0.077 -0.547 0.201

***

These records have gap between HOMO and LUMO values of 10.243 9.313 10.260 eV, in the order they appear.
These records have energy relative to the best compared isomer or geometry (same formula, charge and spin) values of 83.6 64.3 53.1 kcal/mol, in the order they appear.
These records have DFT total energy values of -361.747650 -361.778329 -361.796277 a.u., in the order they appear.